(1)
# C16H19FN2O2

A single C16H19FN2O2 molecule in a non-equilibrium geometry (wB97M-V/def2-TZVPD, OMol25).

ORCA input file:
```
! RIJCOSX wB97M-V def2-TZVPD def2/J DEFGRID3
* xyz 0 1
O 0.07946 2.60185 -0.80572
F -4.36264 0.72005 -2.34996
O 2.23379 -0.53010 0.11714
C -0.01016 1.54695 -0.16334
C -1.90748 -3.03520 -1.07590
C -3.02677 -3.39485 -1.79538
C -2.27306 1.18556 -1.24744
C -0.95511 -0.72303 -0.51070
C -3.25542 0.27567 -1.76000
C -1.08760 0.66004 -0.61897
C -1.90485 -1.60431 -1.02616
C -3.03187 -1.12905 -1.65012
N -3.67829 -2.21902 -2.15822
N -0.46709 1.54133 3.07893
C 3.18656 -2.14932 -1.40770
C 3.45507 -0.94085 -0.50383
C 2.26125 0.83210 0.64331
C -0.20088 2.90463 2.62198
C 0.24275 0.58455 2.21779
C 1.07070 2.72890 1.81233
C 0.88634 1.36518 1.10525
H -1.09614 -3.70177 -0.71106
H -3.25361 -4.45567 -2.01546
H -2.41995 2.27204 -1.35811
H -0.04778 -1.16357 -0.05764
H -4.58459 -2.16941 -2.65683
H -1.45422 1.29524 3.16108
H 2.59845 -1.79682 -2.30116
H 2.63659 -2.93590 -0.88026
H 4.12881 -2.55084 -1.80768
H 3.90965 -0.20681 -1.14865
H 4.16535 -1.19728 0.27919
H 2.99233 0.87222 1.47293
H 2.64345 1.47990 -0.15398
H -0.99860 3.24757 1.94513
H -0.15788 3.63234 3.42578
H 0.99063 0.05449 2.80575
H -0.47057 -0.18332 1.87554
H 1.93666 2.70145 2.49331
H 1.22670 3.58505 1.10881
*
```

Values from the calculation:
* energy relative to the best compared isomer or geometry (same formula, charge and spin): 71.4 kcal/mol
* LUMO energy: 0.6 eV
* SMILES: CCOC[C@]1(C(=O)c2cc(F)c3[nH]ccc3c2)CCNC1
* highest occupied orbital energy: -0.300 Eh
* frontier orbital gap: 0.3226 hartree



(2)
# C2H3N3O

A single C2H3N3O molecule (wB97M-V/def2-TZVPD, OMol25).

ORCA input file:
```
! RIJCOSX wB97M-V def2-TZVPD def2/J DEFGRID3
* xyz 0 1
O 2.21386 -0.27017 0.07555
C 0.87342 -0.12259 0.07861
N 0.28459 1.04595 0.25500
N -1.01837 0.70091 0.18316
C -1.14332 -0.62295 -0.01062
N 0.04389 -1.18470 -0.08395
H 2.57629 0.18489 -0.69267
H -1.73703 1.39805 0.30343
H -2.09334 -1.12939 -0.10851
*
```

Values from the calculation:
* energy relative to the best compared isomer or geometry (same formula, charge and spin): 11.2 kcal/mol
* LUMO energy: 0.9 eV
* SMILES: Oc1nc[nH]n1
* highest occupied orbital energy: -0.361 Eh
* frontier orbital gap: 0.3929 hartree



(3)
# C8H16BNOS2Tm

A molecular structure, C8H16BNOS2Tm in a non-equilibrium geometry (wB97M-V/def2-TZVPD, OMol25).

ORCA input file:
```
! RIJCOSX wB97M-V def2-TZVPD def2/J DEFGRID3
* xyz 3 3
B 4.23219 -1.10239 0.87646
C 4.18936 0.43558 0.58081
C 2.85030 1.05857 0.15937
C 2.11739 0.32222 -0.94610
S 0.40811 0.95604 -1.25992
C -0.56861 -0.20232 -0.27096
S 0.01034 -1.10162 0.88464
N -1.92326 -0.12373 -0.69214
C -2.63212 1.07498 -0.28071
C -3.67781 0.80459 0.87537
O -4.34710 -0.37697 0.64611
C -3.52516 -1.47252 0.59832
C -2.68556 -1.33454 -0.72589
H 3.36972 -1.81433 0.44649
H 5.11044 -1.59141 1.49375
H 4.51297 0.94732 1.48983
H 4.98610 0.66290 -0.13894
H 3.02883 2.09493 -0.18458
H 2.17757 1.17275 1.00584
H 2.65465 0.46495 -1.89103
H 2.01780 -0.74978 -0.78931
H -3.18710 1.48514 -1.12304
H -1.93379 1.82445 0.08060
H -3.15856 0.79435 1.83693
H -4.39552 1.61704 0.86312
H -4.10437 -2.38821 0.54020
H -2.84234 -1.50499 1.45014
H -2.06804 -2.21393 -0.87555
H -3.40234 -1.26971 -1.54283
Tm 2.78592 1.53064 -3.10697
*
```

Values from the calculation:
* LUMO energy (spin up / spin down): -12.4 / -12.9 eV
* highest occupied orbital energy (spin up / spin down): -0.712 / -0.715 Eh
* frontier orbital gap (spin up / spin down): 0.2557 / 0.2409 hartree



(4)
# C27H81HfN14O9P4

A molecular structure, C27H81HfN14O9P4 in a non-equilibrium geometry (wB97M-V/def2-TZVPD, OMol25).

ORCA input file:
```
! RIJCOSX wB97M-V def2-TZVPD def2/J DEFGRID3
* xyz 3 1
Hf -1.92794 1.38204 2.60135
C -0.41631 -0.29242 -0.11498
O -0.95157 0.57760 0.83679
H 0.62054 -0.55715 0.11754
H -0.94400 -1.25212 -0.14851
H -0.44064 0.13765 -1.11994
O -3.81097 1.00915 1.26001
P -4.86864 0.38422 0.36510
N -6.38466 1.06522 0.31780
C -7.57754 0.32768 -0.16643
C -6.60819 2.51304 0.26323
N -5.02066 -1.25652 0.63002
C -6.00625 -1.69795 1.64133
C -3.82639 -2.10553 0.63534
N -4.31991 0.44884 -1.20962
C -5.02939 -0.22211 -2.27665
C -3.62558 1.63870 -1.67928
H -8.43676 0.72323 0.37424
H -7.51218 -0.75099 -0.16946
H -7.64865 0.70278 -1.19295
H -7.52435 2.77237 0.79131
H -6.77195 2.76995 -0.78949
H -5.70977 2.99714 0.63712
H -6.09575 -2.77821 1.51390
H -5.58727 -1.56462 2.64486
H -6.98378 -1.25131 1.53213
H -3.05937 -1.60892 0.04021
H -3.46844 -2.27135 1.65591
H -4.11210 -3.02654 0.12991
H -5.77317 0.39541 -2.79885
H -4.36322 -0.52203 -3.08648
H -5.61448 -1.09325 -1.98371
H -2.90930 1.40132 -2.46356
H -3.00249 2.03658 -0.86809
H -4.30761 2.47302 -1.85788
O 4.75057 -2.61308 -1.04176
P 4.49190 -3.78765 -1.91681
N 5.22378 -3.66031 -3.40033
C 6.68449 -3.71804 -3.45077
C 4.60589 -3.14745 -4.61413
N 2.87873 -4.06007 -2.27467
C 2.35683 -5.03765 -3.22482
C 1.87118 -3.42993 -1.44667
N 4.98681 -5.17820 -1.13710
C 5.09845 -6.45013 -1.84805
C 4.67088 -5.36072 0.28636
H 7.08527 -4.46185 -2.76219
H 7.22162 -2.78657 -3.26648
H 6.91151 -4.10483 -4.44632
H 5.22088 -2.28701 -4.90300
H 3.57390 -2.81108 -4.57968
H 4.76617 -3.85396 -5.43373
H 1.29838 -4.89607 -3.43854
H 2.98187 -5.01317 -4.11505
H 2.41773 -6.04694 -2.80463
H 1.21738 -2.79417 -2.06453
H 1.16413 -4.07205 -0.90958
H 2.36052 -2.77251 -0.72470
H 5.09615 -6.24184 -2.92001
H 6.05498 -6.93964 -1.66386
H 4.22335 -7.05695 -1.60112
H 4.60571 -4.37621 0.73491
H 5.40378 -6.01739 0.75082
H 3.70652 -5.88615 0.27041
O -0.10908 0.15477 3.38638
P 1.23448 -0.49179 3.73044
N 2.56353 0.17842 3.02622
C 3.11627 -0.24624 1.73256
C 2.68916 1.64179 3.23251
N 1.20445 -2.10030 3.31695
C 0.01686 -2.73112 2.75610
C 2.39127 -2.95210 3.50631
N 1.54618 -0.41308 5.35110
C 0.45244 -0.39523 6.31378
C 2.91017 -0.62909 5.85159
H 3.22540 -1.32868 1.66574
H 4.09313 0.16625 1.49935
H 2.35329 0.04112 1.00551
H 1.85265 2.13461 2.72938
H 3.68053 1.92916 2.90043
H 2.55373 1.83981 4.29804
H 0.22502 -3.04820 1.72466
H -0.15342 -3.67616 3.27495
H -0.79049 -2.00838 2.67876
H 3.28599 -2.36224 3.33485
H 2.27969 -3.43681 4.47578
H 2.35366 -3.71416 2.72930
H 0.23566 0.60604 6.69295
H -0.45136 -0.88947 5.95283
H 0.73366 -0.98621 7.18663
H 3.62968 -0.08104 5.25120
H 3.21038 -1.68020 5.82941
H 2.92221 -0.36598 6.90720
O -1.87389 3.32563 1.26958
P -1.32755 4.53231 0.50801
N 0.06169 4.29451 -0.32250
C 0.16467 3.84372 -1.71159
C 1.19413 3.82308 0.47264
N -1.02203 5.87671 1.43291
C 0.04291 6.81804 1.12393
C -2.13524 6.37775 2.25507
N -2.42128 5.07926 -0.60792
C -3.83836 4.76661 -0.42340
C -2.11548 6.23125 -1.44658
H 1.03444 4.27447 -2.20579
H -0.72211 4.12534 -2.27481
H 0.28888 2.76093 -1.77401
H 1.13415 2.73977 0.61185
H 1.18311 4.22107 1.49390
H 2.15638 4.11336 0.05955
H 1.07027 6.50715 1.33336
H 0.09195 6.99972 0.04754
H -0.07671 7.77854 1.62024
H -2.71204 7.09770 1.66760
H -2.75807 5.55662 2.60493
H -1.73596 6.94050 3.09748
H -4.37138 5.57102 0.09136
H -4.30615 4.70124 -1.40914
H -4.01546 3.80743 0.05065
H -2.15740 7.14944 -0.84983
H -2.89066 6.33254 -2.20379
H -1.12182 6.16878 -1.88189
C 3.62916 0.18996 -2.38469
N 2.98029 1.51196 -2.28246
O 2.61552 1.91447 -1.17982
O 2.58115 2.03318 -3.29634
H 4.53526 0.23756 -1.78643
H 3.87393 -0.01891 -3.42037
H 2.92291 -0.54377 -2.00516
C -0.60515 -1.52114 -3.56273
N -1.19697 -0.30496 -4.17302
O -0.45313 0.65026 -4.28456
O -2.37941 -0.35717 -4.43854
H 0.44454 -1.33390 -3.36810
H -0.76719 -2.34768 -4.25084
H -1.16767 -1.72304 -2.65340
*
```

Values from the calculation:
* LUMO energy: -11.1 eV
* highest occupied orbital energy: -0.493 Eh
* frontier orbital gap: 0.0847 hartree